{"formula": "C4H11InO2", "method": "ωB97M-V/def2-TZVPD", "symbols": ["In", "O", "O", "C", "C", "C", "C", "H", "H", "H", "H", "H", "H", "H", "H", "H", "H", "H"], "coordinates": [[1.15131, 2.80517, 3.69559], [4.18467, 1.01127, 2.94946], [0.87600, 4.74171, 3.02954], [4.66742, 0.75425, 1.64969], [2.65429, 3.63972, 1.93801], [1.68688, 4.78004, 1.85648], [-0.07752, 5.77170, 3.17188], [2.87469, 5.24234, 1.70768], [3.52075, 1.71824, 2.89509], [5.46121, 0.00039, 1.72823], [-0.70618, 5.87320, 2.27432], [2.54610, 2.93948, 1.09391], [5.09028, 1.66286, 1.19020], [-0.70847, 5.48047, 4.01964], [3.87565, 0.37630, 0.98210], [3.61368, 3.81507, 2.44578], [0.45049, 6.71805, 3.35967], [1.08586, 4.94913, 0.95252]], "forces_ev_per_angstrom": [[0.2, -2.6, 1.1], [-0.5, 0.4, 0.5], [0.8, 2.3, -1.3], [0.2, 0.0, -0.7], [-1.1, -1.6, -0.7], [3.4, 0.1, -0.7], [-0.9, 1.2, 0.3], [-3.4, 1.5, 0.7], [0.5, -0.5, -0.1], [-0.3, 0.3, 0.0], [0.3, -0.2, 0.2], [0.9, 0.2, 0.3], [0.0, -0.2, 0.1], [0.2, 0.3, -0.2], [0.2, 0.0, 0.2], [-0.4, -0.5, -0.2], [-0.3, -0.3, 0.1], [0.3, -0.3, 0.4]], "fmax_ev_per_a": 3.77, "homo_energy_ev": [-12.809, -13.534], "orbital_gap_ev": [8.42, 7.29], "total_charge": 1, "energy_ev": -13583.5999, "e_lumo_ev": [-4.39, -6.25], "multiplicity": 2}